# 1
Entry from the OMol25 dataset: a structure of composition C49H54FN4O6PSSbY (ωB97M-V/def2-TZVPD).

Output
Energy relative to the best compared isomer or geometry (same formula, charge and spin)   188.2 kJ/mol
Calculated total energy   -3688.30646 hartree
Spin multiplicity   1
Lowest unoccupied orbital energy   4.111 eV
HOMO energy   -0.0569 Eh
Charge   -2

Last column: Mulliken charge in e.
Atoms and positions in Å:
Y  0.4031  -0.1267  0.3324  0.3432
O  2.3784  -0.4767  -3.8089  -0.8473
C  2.0033  -0.1429  -2.6718  -0.7624
N  0.8016  -0.2797  -2.1219  2.3713
C  -0.1485  -0.9481  -2.9759  -0.2705
C  -1.1021  -0.1141  -3.8001  0.4721
C  -2.1523  -0.8004  -4.4278  -0.6637
C  -3.0638  -0.1061  -5.1876  -0.6703
C  -2.9109  1.2716  -5.3155  -0.7967
C  -1.8479  1.8613  -4.6602  -0.1128
N  -0.9588  1.1997  -3.9163  0.1063
C  3.0352  0.4836  -1.7510  0.4966
C  4.3796  0.2008  -1.9615  -0.5082
C  5.3161  0.7910  -1.1394  -0.8367
C  4.8796  1.6671  -0.1483  -0.9067
C  3.5193  1.8694  -0.0024  -0.8610
N  2.6027  1.2838  -0.7774  1.1469
H  -0.8112  -1.5596  -2.3595  -2.1802
H  0.3611  -1.6265  -3.6715  0.9069
H  -2.2436  -1.8705  -4.2822  0.3905
H  -3.8908  -0.6205  -5.6635  0.4183
H  -3.6032  1.8709  -5.8925  0.3914
H  -1.7045  2.9366  -4.7298  0.2245
H  4.6416  -0.4730  -2.7645  0.5595
H  6.3709  0.5711  -1.2550  0.3342
H  5.5738  2.1586  0.5202  0.4520
H  3.1402  2.5045  0.7909  0.5707
O  -1.8176  -0.0893  -0.4331  1.1276
C  -2.9605  -0.5608  -0.5796  -2.2203
C  -3.0867  -2.0274  -1.1554  0.7071
C  -4.3287  -2.2394  -1.7643  -0.9365
C  -4.7757  -3.4968  -2.1136  -0.8248
C  -4.0208  -4.6161  -1.7651  -0.6744
C  -2.7947  -4.4327  -1.1531  -0.6466
C  -2.2808  -3.1548  -0.9060  0.6403
P  -0.5258  -3.0164  -0.3383  2.2848
C  -0.5430  -4.2923  0.9839  0.6967
C  0.0877  -5.5266  0.8924  -0.2437
C  0.0140  -6.4384  1.9399  -0.6738
C  -0.6935  -6.1240  3.0881  -0.5610
C  -1.3193  -4.8856  3.1904  -0.6578
C  -1.2400  -3.9736  2.1526  -0.6886
C  0.4141  -3.8684  -1.6706  0.4659
C  1.8025  -3.8526  -1.5024  -0.6056
C  2.6347  -4.3869  -2.4734  -0.5924
C  2.0993  -4.9249  -3.6363  -0.5822
C  0.7256  -4.9229  -3.8211  -0.5304
C  -0.1113  -4.3978  -2.8446  -0.5339
H  -4.9462  -1.3584  -1.9115  0.4381
H  -5.7327  -3.6215  -2.6097  0.3717
H  -4.3851  -5.6171  -1.9649  0.3850
H  -2.2009  -5.2998  -0.8800  0.4454
H  0.6443  -5.7814  -0.0008  0.3214
H  0.5150  -7.3957  1.8546  0.3996
H  -0.7492  -6.8343  3.9049  0.3538
H  -1.8628  -4.6239  4.0908  0.3957
H  -1.6876  -2.9919  2.2464  0.3490
H  2.2299  -3.3790  -0.6236  0.3291
H  3.7077  -4.3524  -2.3305  0.4289
H  2.7518  -5.3197  -4.4063  0.3193
H  0.2992  -5.3149  -4.7375  0.3432
H  -1.1791  -4.3809  -3.0179  0.2121
C  0.5818  -1.3632  8.3225  -1.4960
C  0.7311  -0.6074  7.0283  1.1702
C  1.4708  0.5681  6.9719  -0.7194
C  1.6427  1.2477  5.7736  -0.3808
C  1.0589  0.7480  4.6185  -0.9930
C  0.3143  -0.4245  4.6507  -0.2158
C  0.1565  -1.0908  5.8563  -1.2052
S  1.2673  1.5915  3.0644  1.9002
O  2.0585  2.7718  3.3968  -0.9708
O  -0.0644  1.8601  2.5290  -0.7263
N  1.9176  0.6087  2.0633  0.3547
C  3.0797  -0.1887  2.3816  -0.6026
C  3.1577  -1.3895  1.4269  0.2089
O  4.0905  -2.1784  1.5605  -0.8161
O  2.2192  -1.4761  0.5545  0.1980
H  0.6952  -0.7001  9.1816  0.3698
H  1.3394  -2.1467  8.4055  0.2770
H  -0.3949  -1.8445  8.3868  0.3640
H  1.9212  0.9578  7.8795  0.3148
H  2.2157  2.1625  5.7131  0.5196
H  -0.1263  -0.7972  3.7290  0.4977
H  -0.4226  -2.0079  5.8839  0.4548
H  3.0480  -0.5984  3.3990  0.4662
H  4.0238  0.3606  2.2906  0.2182
F  -0.5959  -1.1033  1.9209  -0.5852
C  -1.6150  4.6633  2.1656  -1.5895
C  -0.4311  4.8881  1.2319  0.7352
C  -0.3956  6.3386  0.7673  -1.4308
Sb  -0.3275  3.3555  -0.3341  0.3351
C  -2.2837  3.4939  -1.2810  1.8114
C  -2.6714  4.8481  -1.8590  -1.6849
C  -3.3886  2.9275  -0.3942  -1.3219
C  0.7553  4.6016  -1.7541  0.2899
C  2.1603  4.8943  -1.2351  -1.7372
C  0.8267  3.9167  -3.1136  -0.6630
H  -1.5088  5.2832  3.0648  0.4151
H  -1.6911  3.6253  2.4855  0.3192
H  -2.5504  4.9530  1.6811  0.3064
H  0.4824  4.6713  1.7956  0.2381
H  -1.2726  6.5925  0.1662  0.1270
H  0.4896  6.5773  0.1772  0.3262
H  -0.3967  7.0056  1.6393  0.4525
H  -2.1285  2.7886  -2.1030  -1.0882
H  -2.8607  5.5765  -1.0654  0.2529
H  -3.5971  4.7626  -2.4426  0.4233
H  -1.9028  5.2603  -2.5166  0.3195
H  -3.6391  3.6090  0.4200  0.2349
H  -3.1234  1.9573  0.0271  0.1848
H  -4.2977  2.7720  -0.9867  0.4279
H  0.2016  5.5401  -1.8440  0.6170
H  2.7648  3.9889  -1.2395  0.2637
H  2.1650  5.2873  -0.2154  0.3502
H  2.6644  5.6265  -1.8783  0.4161
H  1.2452  2.9114  -3.0373  0.0508
H  1.4486  4.4910  -3.8121  0.5228
H  -0.1604  3.8058  -3.5615  -0.3180


# 2
Entry from the OMol25 dataset: a cluster of 2 separate species, C49H54N3O2 in total (ωB97M-V/def2-TZVPD).

Output
Energy relative to the best compared isomer or geometry (same formula, charge and spin)   0.0 kJ/mol
Calculated total energy   -2214.03347 hartree
Spin multiplicity   1
Lowest unoccupied orbital energy   -3.973 eV
HOMO energy   -0.3145 Eh
Charge   +1

Last column: Mulliken charge in e.
Atoms and positions in Å:
C  -2.8691  -2.6181  0.5309  -1.3646
C  -3.1713  -2.0407  1.9110  1.6566
C  -3.8827  -3.0443  2.8164  -1.7744
C  -3.9203  -0.7138  1.7718  0.4801
C  -5.3009  -0.6964  1.5747  -0.5332
C  -5.9571  0.5113  1.3312  -1.4924
C  -5.2375  1.7040  1.2647  -0.4099
C  -3.8533  1.7050  1.4341  1.0435
C  -3.0950  3.0328  1.3099  1.9598
C  -3.4278  3.9558  2.4796  -1.4794
C  -3.3518  3.7144  -0.0360  -1.6024
C  -3.2077  0.4940  1.7213  -2.0080
N  -1.7722  0.4708  1.9043  2.3650
N  -0.9527  0.4129  0.8310  -1.0485
N  0.2973  0.2976  1.3652  2.0653
C  1.4646  0.2805  0.4932  -0.8500
C  2.0059  1.4965  0.0532  0.5207
C  1.2673  2.7958  0.3540  1.7111
C  0.1370  2.9835  -0.6504  -1.2052
C  2.1788  4.0220  0.4528  -1.9183
C  3.1572  1.4808  -0.7368  -0.7000
C  3.7320  0.2707  -1.1251  -1.4095
C  3.1493  -0.9311  -0.7349  -0.6400
C  2.0210  -0.9423  0.0883  0.4398
C  1.3788  -2.2762  0.4603  1.4772
C  2.3944  -3.3091  0.9591  -1.4921
C  0.5686  -2.8291  -0.7117  -1.5759
C  0.2622  0.4646  2.7390  -0.3587
C  1.4504  0.6736  3.5229  0.6029
C  1.4735  1.7384  4.4601  -0.6988
C  2.6127  1.9797  5.2272  -0.9400
C  3.7491  1.1791  5.0745  -0.6040
C  3.7483  0.1418  4.1319  -0.7395
C  2.6196  -0.1103  3.3638  0.0165
C  -1.0679  0.4974  3.1248  1.4294
C  -1.5948  0.4994  4.4164  -2.5241
H  -2.3475  -1.8775  -0.0899  0.3020
H  -2.2330  -3.5085  0.6073  0.3534
H  -3.7968  -2.8991  0.0113  0.3629
H  -2.2140  -1.8032  2.3891  -0.2802
H  -4.0949  -2.5853  3.7889  0.3709
H  -4.8260  -3.3876  2.3745  0.3426
H  -3.2404  -3.9170  2.9864  0.4503
H  -5.8603  -1.6369  1.5809  0.3171
H  -7.0366  0.5233  1.1778  0.3762
H  -5.7463  2.6502  1.0534  0.3514
H  -2.0284  2.7826  1.3600  -1.0466
H  -3.2038  3.4497  3.4270  0.3195
H  -2.8404  4.8807  2.4300  0.4181
H  -4.4947  4.2188  2.4717  0.3323
H  -3.0756  3.0486  -0.8629  0.3453
H  -4.4088  3.9858  -0.1541  0.3772
H  -2.7509  4.6281  -0.1238  0.4132
H  0.8128  2.6662  1.3456  -0.3669
H  -0.5531  2.1325  -0.5918  0.1777
H  -0.4236  3.9040  -0.4484  0.3601
H  0.5313  3.0312  -1.6759  0.4064
H  2.9724  3.8491  1.1907  0.3962
H  2.6395  4.2715  -0.5116  0.3768
H  1.5902  4.8846  0.7884  0.4528
H  3.6029  2.4232  -1.0594  0.2706
H  4.6285  0.2645  -1.7445  0.3883
H  3.5707  -1.8832  -1.0585  0.3603
H  0.6877  -2.0687  1.2873  -0.2964
H  3.0113  -2.8999  1.7693  0.2802
H  1.8653  -4.1879  1.3506  0.4399
H  3.0610  -3.6418  0.1515  0.3431
H  -0.1365  -2.0742  -1.0800  0.2862
H  1.2301  -3.1096  -1.5436  0.4032
H  -0.0020  -3.7156  -0.4070  0.4099
H  0.5922  2.3809  4.5376  0.4884
H  2.6063  2.7939  5.9562  0.4886
H  4.6378  1.3677  5.6760  0.4182
H  4.6368  -0.4796  4.0054  0.4715
H  2.6011  -0.9124  2.6224  0.0692
H  -1.1194  1.1889  5.1037  0.6333
H  -2.5588  0.0518  4.5951  0.2706
C  -0.4466  -9.7085  6.9516  -0.8285
O  0.2068  -8.7467  6.0919  -0.4264
C  0.0516  -7.4384  6.4208  1.0048
C  0.6623  -6.4704  5.5842  -0.8067
C  0.4587  -5.1320  5.8284  -0.6659
C  -0.3609  -4.6818  6.8980  0.3283
C  -0.6175  -3.2768  7.1012  0.4854
O  -1.3637  -3.0170  8.2066  -0.4907
C  -1.6021  -1.7056  8.5876  0.4317
C  -1.1158  -0.6247  7.8230  0.5718
C  -1.2234  0.6645  8.4167  -0.4641
C  -1.7945  0.8197  9.6709  -0.7967
C  -2.2775  -0.2819  10.3825  -0.3643
C  -2.1874  -1.5588  9.8416  -0.7290
C  -0.4941  -0.9191  6.5893  0.3228
C  -0.2350  -2.2436  6.2563  -0.2389
C  -0.8892  -5.6596  7.7736  -0.8672
C  -0.6991  -7.0086  7.5429  -0.4682
H  -0.2035  -10.6745  6.5110  0.2445
H  -0.0594  -9.6513  7.9775  0.3393
H  -1.5342  -9.5569  6.9612  0.3588
H  1.2759  -6.8017  4.7482  0.4355
H  0.9414  -4.3785  5.2102  0.5856
H  -0.8473  1.5146  7.8485  0.4426
H  -1.8562  1.8131  10.1149  0.4002
H  -2.6934  -0.1519  11.3748  0.4124
H  -2.4960  -2.4404  10.3927  0.4688
H  -0.0160  -0.1344  6.0162  0.2844
H  0.2529  -2.4935  5.3195  0.1968
H  -1.4569  -5.3799  8.6599  0.4228
H  -1.1412  -7.7457  8.2181  0.3773


Values for largest force on an atom, eV/A, ordered as above
0.45, 2.74
Values for gap between HOMO and LUMO, eV, ordered as above
5.659, 4.584